ORCA calculation (the ωB97M-V functional and the def2-TZVPD basis) on a 18-piece molecular cluster, C56H155N7O25 overall in a non-equilibrium geometry.

Results
Orbital gap: 8.677 eV
Charge: 0
E_LUMO: 0.25 eV

Each line ends with the Mulliken charge.
CARTESIAN COORDINATES (ANGSTROEM)
C1 -2.07222 0.46115 -4.64951  -0.45
O1 -1.22874 -0.65220 -4.49893  -0.40
H1 -3.08860 0.18025 -4.81989  0.42
H2 -2.13270 1.07746 -3.71489  -0.13
H3 -1.69005 1.03835 -5.46927  0.34
H4 -1.44155 -1.21561 -3.68946  -0.08
C2 2.51681 4.39449 -0.63327  -0.48
O2 2.42309 3.86193 -1.94408  -0.48
H5 3.46384 4.79730 -0.35420  0.29
H6 1.77053 5.20906 -0.52619  0.19
H7 2.09523 3.69846 0.13517  0.09
H8 3.05638 3.12944 -2.01575  0.09
C3 1.91990 0.93156 -4.32725  -0.33
O3 2.56169 -0.27688 -4.73541  -0.57
H9 0.94172 0.96818 -4.72879  0.28
H10 1.81074 0.90857 -3.23058  -0.25
H11 2.43540 1.91628 -4.52122  0.34
H12 1.95906 -1.00820 -4.57960  0.22
C4 -7.27757 -0.61373 3.28948  -0.63
O4 -6.08190 -0.91045 3.98704  -0.35
H13 -7.65436 -1.55126 2.83193  0.31
H14 -8.10100 -0.10438 3.89060  0.28
H15 -7.14937 0.03448 2.41003  0.17
H16 -5.69353 -0.11999 4.22049  0.22
C5 -4.82391 2.30335 2.40612  -0.42
O5 -3.63975 3.04834 2.04853  -0.45
H17 -5.59119 2.59176 1.66250  0.14
H18 -4.61669 1.22308 2.41827  -0.18
H19 -5.16676 2.60258 3.36836  0.58
H20 -2.97075 2.65007 2.69491  0.35
C6 -0.21985 3.93082 -5.31957  0.41
O6 1.08287 4.31642 -5.54940  -0.58
H21 -0.75163 4.62269 -4.62349  -0.18
H22 -0.80478 4.07354 -6.21195  0.36
H23 -0.22304 2.92207 -4.98956  -0.29
H24 1.55918 4.53912 -4.73157  0.33
C7 -1.95511 0.48657 3.78275  -0.06
O7 -1.98964 1.90663 3.79239  -0.53
H25 -2.11734 0.16406 2.78570  -0.32
H26 -0.98625 0.18179 4.05611  0.59
H27 -2.67618 0.00511 4.45844  -0.02
H28 -1.65376 2.20111 4.64435  0.27
C8 -3.35299 -1.22426 7.75013  -0.26
O8 -4.02490 -2.39421 7.41739  -0.53
H29 -4.00778 -0.57433 8.34113  0.28
H30 -2.47915 -1.40623 8.42998  0.28
H31 -3.03655 -0.66996 6.85278  -0.06
H32 -3.43416 -3.13817 7.15137  0.35
C9 -3.08743 -2.64876 2.97174  -1.07
O9 -2.47412 -2.03586 1.86615  1.14
C10 -1.20392 -2.55465 1.64989  -0.54
C11 -0.62143 -2.04690 0.33844  -0.68
N1 -0.51097 -0.57549 0.28918  0.94
C12 0.01917 -0.13656 -0.97106  0.88
C13 0.10895 1.37937 -0.96469  -0.27
O10 -1.26797 1.82301 -0.91942  0.69
C14 -1.34854 3.23259 -1.17609  -0.69
H33 -2.48947 -2.44830 3.89035  0.18
H34 -3.17829 -3.72014 2.80567  0.22
H35 -4.07981 -2.22337 3.13046  0.26
H36 -1.33719 -3.64655 1.55819  -0.21
H37 -0.51958 -2.39267 2.51453  0.12
H38 -1.26135 -2.36258 -0.45475  0.07
H39 0.39904 -2.52815 0.17888  0.20
H40 -1.40948 -0.12622 0.53532  -0.23
H41 -0.57457 -0.43045 -1.81596  -0.76
H42 1.01579 -0.57846 -1.19609  0.11
H43 0.48973 1.84414 -1.89573  0.07
H44 0.67285 1.68896 -0.07155  -0.20
H45 -0.80844 3.78769 -0.36683  -0.01
H46 -2.39406 3.53813 -1.22498  -0.09
H47 -0.88366 3.44897 -2.11844  0.21
C15 6.94225 4.77244 -2.60155  -0.88
O11 6.43007 3.48916 -2.25379  -0.08
C16 5.57936 2.98592 -3.31546  -1.04
C17 5.09336 1.63847 -2.94957  0.07
N2 4.41839 1.68982 -1.66001  1.19
C18 3.72302 0.45744 -1.17498  0.68
C19 4.69525 -0.68295 -1.13051  -1.37
O12 5.83981 -0.30198 -0.35920  0.22
C20 7.06896 -0.97184 -0.60592  -1.05
H48 6.13944 5.55531 -2.52405  0.30
H49 7.42985 4.82483 -3.55722  0.36
H50 7.69370 5.05317 -1.89855  0.18
H51 6.09756 3.00334 -4.28716  0.48
H52 4.76055 3.65747 -3.39221  0.39
H53 5.90456 0.82994 -2.88050  0.30
H54 4.37341 1.43474 -3.71653  -0.09
H55 5.01804 1.92845 -0.84574  -0.46
H56 2.92347 0.14992 -1.77901  -1.22
H57 3.30411 0.77936 -0.25343  0.40
H58 4.96159 -1.04531 -2.18665  0.38
H59 4.16191 -1.55049 -0.65122  0.47
H60 7.37472 -0.68515 -1.59646  0.33
H61 7.08718 -2.10080 -0.49451  0.25
H62 7.76856 -0.55749 0.09638  0.27
C21 -5.54315 -1.45153 0.17629  -0.11
O13 -5.63903 -0.08588 -0.11341  -0.20
C22 -4.63696 0.27995 -1.06115  -0.39
C23 -4.53500 1.79666 -1.22665  0.63
N3 -5.87631 2.38327 -1.58496  -0.39
C24 -5.73683 3.87331 -1.63989  -0.12
C25 -6.97047 4.53128 -2.25130  -0.73
O14 -8.11870 4.00787 -1.57650  -0.27
C26 -9.30642 4.64258 -2.00120  -0.78
H63 -6.40650 -1.73514 0.88744  -0.02
H64 -4.53935 -1.71655 0.58735  -0.15
H65 -5.64270 -2.00526 -0.77486  0.34
H66 -4.87702 -0.10888 -2.04886  0.39
H67 -3.63700 -0.06526 -0.73679  -0.04
H68 -3.79684 2.06820 -1.97186  0.00
H69 -4.11608 2.17168 -0.23840  -0.39
H70 -6.52490 2.12695 -0.84463  0.32
H71 -4.88879 4.11675 -2.28038  0.16
H72 -5.48981 4.37335 -0.70371  0.12
H73 -7.10353 4.26698 -3.29437  0.39
H74 -6.89516 5.63784 -2.16283  0.37
H75 -9.39005 5.58962 -1.47863  0.30
H76 -10.12655 4.02751 -1.66834  0.24
H77 -9.37321 4.83649 -3.10635  0.28
C27 6.38614 -5.13327 7.10620  -0.80
O15 5.07467 -4.79804 6.74138  -0.31
C28 4.81257 -3.49276 6.34426  -0.72
C29 3.33324 -3.44558 6.06534  -0.65
N4 2.86393 -4.38473 5.11625  -0.03
C30 3.39829 -4.25011 3.75294  -0.17
C31 2.36033 -4.90327 2.85434  0.76
O16 2.37538 -6.32928 3.10080  -0.39
C32 3.41339 -6.92689 2.39161  -0.94
H78 7.03612 -4.67666 6.42141  0.36
H79 6.38525 -6.19892 7.08089  0.25
H80 6.62588 -4.74761 8.14373  0.25
H81 5.39921 -3.26258 5.42674  0.22
H82 5.03138 -2.77042 7.09275  0.63
H83 2.93531 -2.46267 5.71869  0.16
H84 2.78917 -3.63607 6.97218  0.45
H85 3.01964 -5.34000 5.44461  0.26
H86 4.38351 -4.69363 3.63039  0.30
H87 3.57344 -3.21966 3.50396  -0.25
H88 2.53597 -4.72377 1.76672  0.43
H89 1.33370 -4.55401 3.06092  -0.72
H90 4.34824 -6.68078 2.87635  0.36
H91 3.61665 -6.48091 1.42935  0.36
H92 3.30630 -8.01002 2.15382  0.31
C33 8.53297 3.52654 0.55674  -0.59
O17 7.98848 3.36780 1.81243  -0.38
C34 6.59389 3.35138 1.77064  0.47
C35 6.14446 2.33408 2.83217  -0.57
N5 6.39073 0.91117 2.44476  0.03
C36 5.97461 0.01790 3.52385  -1.48
C37 4.45795 -0.11306 3.82661  0.28
O18 3.71531 -0.48962 2.65595  0.09
C38 2.28026 -0.30664 2.81316  -1.00
H93 9.64120 3.54872 0.59958  0.31
H94 8.21827 4.47836 0.09779  0.21
H95 8.27396 2.72079 -0.10396  0.22
H96 6.22192 3.11762 0.75736  -0.64
H97 6.11265 4.33001 1.85343  0.45
H98 5.01212 2.37991 2.95178  0.25
H99 6.54229 2.55173 3.83758  0.36
H100 5.91566 0.66203 1.60088  -0.04
H101 6.48933 0.22160 4.46099  0.52
H102 6.19597 -0.98815 3.21431  0.41
H103 4.07501 0.86107 4.26192  0.47
H104 4.38567 -0.99992 4.50244  -0.35
H105 1.83951 -0.73782 3.75913  0.31
H106 1.75744 -0.64658 1.95972  0.09
H107 2.19026 0.78460 2.84568  0.47
C39 -4.15590 10.91590 -5.92017  -0.60
O19 -4.38946 9.45656 -5.74696  -0.39
C40 -4.69031 9.07287 -4.38900  -0.42
C41 -3.39883 8.94902 -3.61227  -0.29
N6 -3.80341 8.58219 -2.26486  -0.17
C42 -2.79516 8.12021 -1.38097  -0.87
C43 -2.26080 6.72609 -1.71123  -0.13
O20 -1.41534 6.20480 -0.70943  -0.29
C44 -2.10757 5.94045 0.47792  -1.01
H108 -5.15585 11.41018 -5.99282  0.24
H109 -3.74573 11.07368 -6.89606  0.26
H110 -3.46125 11.35306 -5.14843  0.25
H111 -5.16617 8.12640 -4.53555  0.19
H112 -5.47217 9.74316 -3.89726  0.30
H113 -2.76500 9.83812 -3.69082  0.25
H114 -2.85174 8.09168 -3.96515  0.24
H115 -4.25505 9.35164 -1.80665  0.21
H116 -3.22361 8.04635 -0.38102  0.59
H117 -1.94285 8.78157 -1.35665  0.22
H118 -1.64462 6.70462 -2.60083  0.32
H119 -3.21287 6.15177 -1.86367  0.05
H120 -2.25667 6.93032 0.95575  0.43
H121 -1.46818 5.42474 1.19068  0.27
H122 -3.08636 5.50643 0.33790  0.44
C45 -2.99892 -3.79236 -2.84265  -0.70
O21 -1.67431 -3.34898 -3.04221  -0.07
C46 -0.76181 -4.40561 -3.29997  -0.01
C47 0.63418 -3.85317 -3.67710  -0.59
N7 0.67184 -2.91593 -4.75132  0.43
C48 1.21267 -3.41669 -6.01024  -0.89
C49 2.72966 -3.69489 -5.90801  -0.28
O22 2.98065 -5.04757 -6.14864  -0.41
C50 4.37663 -5.35597 -5.97781  -0.72
H123 -3.19565 -4.51902 -3.62892  0.35
H124 -3.66232 -2.95297 -2.80022  0.16
H125 -3.02607 -4.27255 -1.87850  0.15
H126 -1.12149 -5.09608 -4.05758  0.68
H127 -0.57734 -4.99876 -2.35573  -0.37
H128 1.16404 -4.76461 -3.93507  0.44
H129 1.05825 -3.48522 -2.67989  -0.13
H130 -0.25299 -2.47201 -4.85540  0.04
H131 1.04109 -2.63569 -6.72798  0.36
H132 0.74524 -4.29453 -6.41295  0.51
H133 3.00421 -3.45147 -4.86309  0.17
H134 3.32201 -3.18869 -6.69163  0.58
H135 4.62301 -5.32439 -4.90055  0.25
H136 4.95588 -4.64328 -6.61286  0.30
H137 4.45420 -6.33655 -6.35470  0.28
C51 -1.82785 -4.48418 6.02780  -1.27
C52 -0.43510 -4.92039 5.56619  0.08
O23 0.17308 -3.60559 5.23704  -0.42
H138 -2.41595 -5.16178 6.65285  0.58
H139 -2.43802 -4.28224 5.16796  0.29
H140 -1.67580 -3.61110 6.70360  0.16
H141 -0.59668 -5.45021 4.59778  0.06
H142 0.19950 -5.43317 6.28815  0.39
H143 1.10164 -3.81654 4.97352  0.15
C53 -0.07847 -7.08942 0.77658  -0.84
C54 -0.18006 -6.08405 -0.41784  -0.30
O24 1.03267 -5.33754 -0.74846  -0.41
H144 -1.05175 -7.58505 0.87388  0.28
H145 0.26760 -6.50670 1.66975  -0.06
H146 0.71308 -7.85994 0.62748  0.37
H147 -0.97750 -5.40300 -0.09669  -0.07
H148 -0.48056 -6.65991 -1.29175  0.58
H149 1.58994 -5.93613 -1.30269  0.23
C55 -4.13278 -6.27008 1.21841  -0.64
C56 -4.85851 -6.92108 0.00501  -0.49
O25 -4.00647 -7.84343 -0.66284  -0.54
H150 -4.04402 -6.90080 2.08036  0.50
H151 -4.71276 -5.42215 1.63889  0.30
H152 -3.16698 -5.90162 0.85109  -0.01
H153 -5.20949 -6.27319 -0.80363  0.24
H154 -5.74939 -7.49657 0.28639  0.37
H155 -3.64131 -8.46044 -0.01228  0.30